#one
# C3H7NOS

2 unconnected molecules or ions with the total composition C3H7NOS (wB97M-V/def2-TZVPD, the OMol25 dataset).

Last column: Löwdin charge in e.
Element x y z (Å)
1 C -0.73 -0.76 -0.06  -0.142
2 C 0.50 -0.29 0.79  -0.471
3 S 1.19 1.18 -0.06  0.819
4 O 1.97 0.34 -1.33  -0.487
5 H -0.37 -1.16 -0.95  0.036
6 H -1.31 -1.53 0.55  0.098
7 H -1.36 0.02 -0.30  0.011
8 H 1.37 -0.82 0.99  0.030
9 H 0.13 0.14 1.73  0.073
10 H 1.69 0.69 -2.22  0.065
11 C -1.21 3.41 -0.15  -0.141
12 N -0.49 4.20 -0.51  0.058
13 H -1.81 2.70 0.38  0.051

Calculated values
**SMILES**: CCSO.C#N
**Total charge**: 0
**LUMO level**: 0.6 eV
**E_HOMO**: -8.57 eV

***

#two
# C3H7NOS

A molecular structure, C3H7NOS (wB97M-V/def2-TZVPD, the OMol25 dataset).

Last column: Löwdin charge in e.
Element x y z (Å)
1 C 1.28 -0.65 1.17  -0.130
2 C -0.66 0.53 0.15  -0.209
3 C -1.47 0.90 -1.13  -0.803
4 H 1.82 0.19 1.69  0.098
5 H 0.54 -1.52 1.66  0.136
6 H 2.05 -1.39 0.81  0.082
7 H 0.21 -1.00 -0.48  0.018
8 H -0.50 1.54 0.62  0.134
9 H -1.25 -0.14 0.98  0.160
10 H 0.35 -0.40 -1.71  0.070
11 N 0.63 -0.24 -0.06  -0.245
12 O -2.62 1.30 -1.11  0.002
13 S -0.38 0.88 -2.59  0.687

Calculated values
**Total charge**: 0
**LUMO level**: 0.5 eV
**E_HOMO**: -9.33 eV

***

#three
# C3H7NOS

C3H7NOS in the gas phase (wB97M-V/def2-TZVPD, the OMol25 dataset).

Last column: Löwdin charge in e.
Element x y z (Å)
1 C -2.68 0.12 -0.45  -0.020
2 N -1.69 -0.40 0.23  0.030
3 O -0.37 -0.56 -0.57  -0.314
4 C 0.60 -1.26 0.16  -0.511
5 S 2.29 -0.55 -0.38  0.725
6 C 1.88 1.09 0.05  -0.546
7 H -2.54 0.82 -1.21  0.048
8 H -3.55 0.31 0.46  0.153
9 H 0.23 -1.21 1.21  0.086
10 H 0.78 -2.43 -0.13  0.114
11 H 1.96 1.08 1.30  0.077
12 H 2.45 2.05 -0.32  0.060
13 H 0.63 0.93 -0.35  0.099

Calculated values
**SMILES**: C=NOCSC
**Total charge**: 0
**LUMO level**: 0.4 eV
**E_HOMO**: -8.42 eV

***

Bottom line: #one, by a margin of 1.163 eV.

***

#one
# C3H7NOS

2 unconnected molecules or ions with the total composition C3H7NOS (wB97M-V/def2-TZVPD, the OMol25 dataset).

Last column: Löwdin charge in e.
Element x y z (Å)
1 C -0.89 1.53 0.26  -0.521
2 C 0.59 -0.99 -1.10  -0.148
3 C 1.22 -0.20 0.01  -0.034
4 N -0.46 0.46 0.96  -0.494
5 O -0.34 2.05 -0.66  0.011
6 S -1.13 -0.34 2.25  0.761
7 H -1.93 1.83 0.53  0.124
8 H 1.22 -0.88 -2.09  0.114
9 H 0.47 -2.05 -0.84  0.058
10 H -0.46 -0.46 -1.26  0.111
11 H 1.80 -0.53 0.92  0.099
12 H 1.66 0.72 -0.43  0.082
13 H -1.77 -1.15 1.45  -0.164

Calculated values
**Total charge**: 0
**LUMO level**: 0.4 eV
**E_HOMO**: -9.20 eV

***

#two
# C3H7NOS

C3H7NOS in the gas phase (wB97M-V/def2-TZVPD, the OMol25 dataset).

Last column: Löwdin charge in e.
Element x y z (Å)
1 C -2.07 -0.97 0.06  -0.108
2 O -2.16 0.42 0.00  -0.085
3 C -1.03 1.09 -0.06  -0.348
4 N 0.18 0.74 0.00  -0.328
5 S 1.08 -0.60 -0.07  0.801
6 C 2.67 0.19 0.09  -0.417
7 H -1.57 -1.30 1.01  0.103
8 H -1.64 -1.44 -0.81  0.077
9 H -3.08 -1.32 0.06  0.080
10 H -1.25 2.15 0.06  0.129
11 H 2.89 0.90 -0.73  0.042
12 H 2.62 0.77 0.99  0.016
13 H 3.45 -0.59 0.10  0.038

Calculated values
**SMILES**: CO/C=N\SC
**Total charge**: 0
**LUMO level**: 0.9 eV
**E_HOMO**: -8.03 eV

***

Bottom line: #two, by a margin of 1.316 eV.

***

#one
# C3H7NOS

C3H7NOS in the gas phase (wB97M-V/def2-TZVPD, the OMol25 dataset).

Last column: Löwdin charge in e.
Element x y z (Å)
1 O 2.64 -0.96 -0.41  -0.017
2 C 1.71 0.02 -0.31  -0.196
3 C 0.64 -0.18 0.45  -0.175
4 C -0.45 0.79 0.48  -0.321
5 N -1.50 0.48 -0.61  -0.448
6 S -2.29 -0.91 -0.13  0.741
7 H 2.21 -1.72 0.12  0.135
8 H 1.82 0.85 -1.03  0.138
9 H 0.37 -1.12 0.88  0.086
10 H -0.95 0.97 1.47  0.112
11 H -0.05 1.82 0.16  0.125
12 H -0.83 0.27 -1.30  0.012
13 H -3.32 -0.30 0.24  -0.193

Calculated values
**SMILES**: O/C=C/CNS
**Total charge**: 0
**LUMO level**: 0.8 eV
**E_HOMO**: -8.65 eV

***

#two
# C3H7NOS

2 unconnected molecules or ions with the total composition C3H7NOS (wB97M-V/def2-TZVPD, the OMol25 dataset).

Last column: Löwdin charge in e.
Element x y z (Å)
1 C -0.20 1.94 -0.50  -0.077
2 C -0.23 0.71 -1.22  -0.128
3 N -0.18 -0.09 -2.07  -0.143
4 O -0.01 -1.19 -2.56  -0.056
5 H -1.00 2.00 0.21  0.090
6 H 0.73 2.18 -0.20  0.035
7 H -0.51 2.68 -1.14  0.062
8 C -0.13 -1.50 1.66  -0.371
9 S 1.25 -0.58 0.79  0.670
10 H -0.84 -0.70 2.03  0.048
11 H 0.23 -1.99 2.48  -0.024
12 H -0.44 -2.14 0.85  0.023
13 H 1.34 -1.31 -0.35  -0.129

Calculated values
**SMILES**: CC#[N+][O-].CS
**Total charge**: 0
**LUMO level**: 0.7 eV
**E_HOMO**: -8.62 eV

***

#three
# C3H7NOS

A molecular structure, C3H7NOS (wB97M-V/def2-TZVPD, the OMol25 dataset).

Last column: Löwdin charge in e.
Element x y z (Å)
1 C 2.21 -0.04 0.58  -0.234
2 C 1.52 -0.56 -0.48  -0.364
3 C -0.89 -1.19 -0.20  -0.452
4 H 3.38 0.35 0.36  0.126
5 H 2.45 -0.98 1.38  0.121
6 H 1.35 0.95 1.11  0.119
7 H 1.58 -1.74 -0.26  0.141
8 H 1.81 -0.19 -1.61  0.160
9 H -1.73 1.36 1.33  0.084
10 H -0.54 -2.28 -0.55  0.161
11 N -0.01 -0.11 -0.38  -0.526
12 O -1.91 -1.19 0.42  -0.009
13 S -0.62 1.47 -0.12  0.673

Calculated values
**Total charge**: 0
**LUMO level**: -0.3 eV
**E_HOMO**: -9.08 eV

***

Bottom line: #one, by a margin of 1.662 eV.

***

#one
# C2H7NO2

A molecular structure, C2H7NO2 (wB97M-V/def2-TZVPD, the OMol25 dataset).

Last column: Löwdin charge in e.
Element x y z (Å)
1 C -1.02 0.72 -1.02  -0.113
2 C 1.34 0.38 0.02  -0.047
3 N -0.24 0.38 0.19  -0.090
4 O -0.83 -1.63 1.85  -0.096
5 O -0.57 -1.39 0.53  -0.197
6 H -2.00 0.79 -0.64  0.069
7 H -0.50 1.60 -1.41  0.096
8 H -0.96 -0.03 -1.78  0.068
9 H 1.66 -0.31 0.80  0.071
10 H 1.48 0.09 -0.99  0.053
11 H 1.62 1.41 0.19  0.069
12 H 0.01 -2.00 2.26  0.118

Calculated values
**Total charge**: 0
**LUMO level (alpha / beta)**: 0.6 / 0.6 eV
**E_HOMO (alpha / beta)**: -9.22 / -9.22 eV

***

#two
# C2H7NO2

2 unconnected molecules or ions with the total composition C2H7NO2 (wB97M-V/def2-TZVPD, the OMol25 dataset).

Last column: Löwdin charge in e.
Element x y z (Å)
1 N -1.29 1.10 0.71  0.161
2 C -1.06 0.86 -0.58  -0.389
3 O -0.13 1.46 -1.23  -0.084
4 H -0.57 1.59 1.23  0.124
5 H -1.89 0.49 1.25  0.114
6 H -1.77 0.17 -1.05  0.137
7 C 0.90 -0.95 -0.34  -0.213
8 O 1.20 -0.81 1.06  -0.162
9 H 1.77 -1.29 -0.91  0.065
10 H 0.08 -1.66 -0.47  0.066
11 H 0.71 0.24 -0.88  0.110
12 H 2.07 -1.19 1.22  0.071

Calculated values
**SMILES**: NC=O.CO
**Total charge**: 0
**LUMO level**: 0.9 eV
**E_HOMO**: -8.78 eV

***

Bottom line: #two, by a margin of 4.267 eV.

***

#one
# C6H9B

C6H9B in the gas phase (wB97M-V/def2-TZVPD, the OMol25 dataset).

Last column: Löwdin charge in e.
Element x y z (Å)
1 C 1.42 -0.74 1.51  -0.084
2 B 0.25 -1.40 0.69  -0.085
3 C -0.87 -0.49 -0.09  -0.267
4 C -0.24 -0.32 -1.49  -0.070
5 C -0.08 0.97 -1.71  -0.087
6 C -0.67 1.77 -0.62  -0.087
7 C -1.20 0.92 0.24  -0.121
8 H 1.79 0.19 1.11  0.052
9 H 2.35 -1.37 1.57  0.066
10 H 1.12 -0.54 2.52  0.052
11 H 0.36 -2.65 0.57  0.079
12 H -1.87 -0.90 -0.25  0.135
13 H -0.08 -1.18 -2.07  0.097
14 H 0.20 1.53 -2.56  0.085
15 H -0.76 2.91 -0.53  0.125
16 H -1.72 1.31 1.11  0.110

Calculated values
**SMILES**: CBC1C=CC=C1
**Total charge**: 0
**LUMO level**: 0.7 eV
**E_HOMO**: -8.78 eV

***

#two
# C6H9B

C6H9B in the gas phase (wB97M-V/def2-TZVPD, the OMol25 dataset).

Last column: Löwdin charge in e.
Element x y z (Å)
1 C 2.93 -0.51 1.53  0.010
2 B 2.05 0.17 0.67  -0.076
3 C 1.16 0.93 -0.40  -0.113
4 C -0.26 0.54 -0.64  -0.130
5 C -1.32 -0.20 -0.45  -0.207
6 C -2.18 -0.95 0.39  -0.065
7 C -1.46 0.72 -1.66  -0.018
8 H 3.56 -0.09 2.34  0.032
9 H 3.11 -1.48 1.77  -0.033
10 H 1.36 1.97 -0.01  0.125
11 H 1.86 0.66 -1.33  0.147
12 H -2.98 -1.40 -0.08  0.057
13 H -2.71 -0.43 1.18  0.094
14 H -1.77 -1.79 0.94  0.088
15 H -1.34 0.25 -2.54  0.025
16 H -2.00 1.61 -1.70  0.062

Calculated values
**SMILES**: C=BCC1=C(C)C1
**Total charge**: 0
**LUMO level**: 0.5 eV
**E_HOMO**: -8.42 eV

***

Bottom line: #one, by a margin of 3.475 eV.

***

#one
# C3H6N2

C3H6N2 in the gas phase (wB97M-V/def2-TZVPD, the OMol25 dataset).

Last column: Löwdin charge in e.
Element x y z (Å)
1 C 0.86 -1.13 -0.05  -0.158
2 N 1.62 -0.13 0.06  -0.033
3 N 0.97 0.94 -0.10  -0.124
4 C -0.50 0.73 -0.06  -0.252
5 C -0.65 -0.75 0.06  -0.175
6 H 1.32 -2.01 -0.36  0.072
7 H 1.13 1.97 0.36  0.199
8 H -0.97 1.35 0.65  0.082
9 H -1.08 1.01 -1.01  0.122
10 H -1.49 -1.00 -0.72  0.117
11 H -1.20 -0.98 1.17  0.152

Calculated values
**SMILES**: C1=NNCC1
**Total charge**: 0
**LUMO level**: 1.0 eV
**E_HOMO**: -7.91 eV

***

#two
# C3H6N2

C3H6N2 in the gas phase (wB97M-V/def2-TZVPD, the OMol25 dataset).

Last column: Löwdin charge in e.
Element x y z (Å)
1 H 1.16 1.06 0.52  -0.036
2 N 1.75 0.45 0.17  0.129
3 C 1.28 -0.65 -0.29  -0.169
4 N -0.16 -0.69 -0.66  -0.075
5 C -0.84 0.56 -0.50  -0.143
6 C -0.77 -0.48 0.67  -0.108
7 H 1.76 -1.41 -0.81  0.088
8 H -1.76 0.98 -1.15  0.160
9 H -0.31 1.30 -0.30  -0.023
10 H -0.35 -0.12 1.55  0.077
11 H -1.75 -1.01 0.80  0.102

Calculated values
**SMILES**: [H]/N=C\N1CC1
**Total charge**: 0
**LUMO level**: 1.1 eV
**E_HOMO**: -9.72 eV

***

#three
# C3H6N2

2 unconnected molecules or ions with the total composition C3H6N2 (wB97M-V/def2-TZVPD, the OMol25 dataset).

Last column: Löwdin charge in e.
Element x y z (Å)
1 C -1.40 0.38 0.08  -0.155
2 C -0.98 -0.97 -0.04  -0.123
3 C -0.02 0.12 -0.33  -0.235
4 N 2.12 -0.43 0.14  0.058
5 N 1.23 0.43 -0.12  -0.124
6 H -2.27 0.83 -0.39  0.104
7 H -1.52 0.71 1.18  0.132
8 H -0.73 -1.47 0.92  0.124
9 H -1.48 -1.53 -0.83  0.109
10 H 2.10 2.26 -0.24  0.083
11 H 2.95 -0.33 -0.38  0.028

Calculated values
**Total charge**: 0
**LUMO level (alpha / beta)**: -0.6 / 0.3 eV
**E_HOMO (alpha / beta)**: -8.62 / -8.68 eV

***

#four
# C3H6N2

C3H6N2 in the gas phase (wB97M-V/def2-TZVPD, the OMol25 dataset).

Last column: Löwdin charge in e.
Element x y z (Å)
1 N 0.12 0.35 1.87  0.045
2 N 0.13 -0.16 0.51  -0.221
3 C 1.05 0.03 -0.52  -0.062
4 C 0.07 -0.30 -1.47  -0.107
5 C -0.97 -0.39 -0.45  -0.181
6 H -0.43 1.21 1.84  0.059
7 H 1.06 0.62 2.19  0.080
8 H 2.14 0.10 -0.45  0.109
9 H 0.14 -0.24 -2.50  0.053
10 H -1.85 0.17 -0.67  0.100
11 H -1.47 -1.39 -0.36  0.127

Calculated values
**SMILES**: NN1C=CC1
**Total charge**: 0
**LUMO level**: 1.1 eV
**E_HOMO**: -7.21 eV

***

Bottom line: #one, by a margin of 0.863 eV.

***

#one
# C3H6N2

3 unconnected molecules or ions with the total composition C3H6N2 (wB97M-V/def2-TZVPD, the OMol25 dataset).

Last column: Löwdin charge in e.
Element x y z (Å)
1 C -0.75 0.52 -1.25  -0.100
2 N -0.56 0.46 0.09  -0.142
3 C 0.66 0.02 0.53  -0.254
4 C 0.76 -0.34 1.92  -0.231
5 N 0.82 -0.68 3.03  0.129
6 H 0.02 1.03 -1.83  0.076
7 H -1.77 0.62 -1.60  0.077
8 H 0.08 -0.92 -1.42  0.080
9 H -1.35 0.15 0.63  0.153
10 H 0.65 -1.11 -0.72  0.101
11 H 1.53 0.53 0.11  0.112

Calculated values
**Total charge**: 0
**LUMO level**: 0.4 eV
**E_HOMO**: -8.88 eV

***

#two
# C3H6N2

2 unconnected molecules or ions with the total composition C3H6N2 (wB97M-V/def2-TZVPD, the OMol25 dataset).

Last column: Löwdin charge in e.
Element x y z (Å)
1 C -0.85 -0.16 -1.42  -0.069
2 C 0.14 -0.15 -0.31  -0.292
3 N 0.77 0.83 0.18  0.057
4 C -0.34 -1.07 2.87  -0.101
5 N 0.52 -0.34 2.54  -0.009
6 H -1.79 -0.59 -1.05  0.085
7 H -1.04 0.85 -1.80  0.075
8 H -0.50 -0.80 -2.24  0.082
9 H 0.30 -1.12 0.18  0.093
10 H 0.98 0.29 1.87  0.009
11 H 0.55 1.72 -0.29  0.070

Calculated values
**Total charge**: 0
**LUMO level**: 0.9 eV
**E_HOMO**: -10.87 eV

***

Bottom line: #two, by a margin of 2.055 eV.